[1]
74
Properties=species:S:1:pos:R:3 method="wB97M-V/def2-TZVPD" orbital_gap_ev=5.853 e_above_lowest_kcal_mol=0.0 lumo_ev=-0.59 charge=0 max_force_ev_per_a=3.52 e_tot_ev=-61542.564 e_homo_ev=-6.4
O 0.36 -3.83 -2.47
H -0.04 -4.70 -2.60
Mg 0.56 -2.12 -1.55
N 2.06 -1.91 -0.05
N -0.27 -2.84 0.19
N 1.19 -0.34 -2.44
N -1.12 -1.30 -2.34
O 3.17 -1.24 -0.26
O 2.31 0.36 -2.07
O -2.39 -1.69 -1.94
O -1.51 -3.21 0.14
C 0.43 -2.84 1.34
C 1.73 -2.23 1.22
C 0.29 0.34 -3.16
C -1.03 -0.27 -3.17
C 2.56 -1.86 2.40
H 2.16 -0.96 2.89
H 3.59 -1.66 2.09
H 2.57 -2.68 3.13
C -0.13 -3.33 2.64
H -0.80 -4.18 2.45
H -0.72 -2.54 3.13
H 0.68 -3.64 3.31
C 0.54 1.69 -3.72
C -2.17 0.30 -3.94
H 1.61 1.88 -3.80
H 0.09 2.45 -3.07
H 0.08 1.78 -4.71
H -2.91 -0.49 -4.12
H -1.81 0.71 -4.89
H -2.66 1.11 -3.38
H 2.74 -0.26 -1.36
H -2.18 -2.35 -1.19
C 1.72 -3.73 -3.02
H 2.46 -3.67 -2.21
H 1.76 -2.85 -3.66
H 1.93 -4.63 -3.62
O 5.48 -1.75 -2.45
H 4.96 -1.75 -3.26
H 4.83 -1.62 -1.73
C 2.65 2.03 3.88
C 1.41 1.57 4.33
C 0.45 1.14 3.41
C 0.70 1.21 2.03
C 1.99 1.61 1.59
C 2.94 2.04 2.51
P -0.51 0.68 0.77
C -2.04 0.58 1.75
C -2.69 -0.66 1.87
C -3.84 -0.78 2.64
C -4.38 0.34 3.27
C -3.76 1.59 3.13
C -2.59 1.71 2.38
C -0.89 2.18 -0.20
C -2.04 2.13 -1.01
C -2.38 3.20 -1.84
C -1.60 4.36 -1.83
C -0.47 4.43 -1.02
C -0.10 3.35 -0.21
H 3.39 2.37 4.60
H 1.18 1.54 5.39
H -0.52 0.78 3.77
H 2.22 1.60 0.52
H 3.91 2.40 2.15
H -2.29 -1.53 1.34
H -4.32 -1.76 2.74
H -5.29 0.25 3.87
H -4.18 2.47 3.61
H -2.11 2.69 2.27
H -2.69 1.25 -0.96
H -3.27 3.13 -2.47
H -1.88 5.20 -2.46
H 0.14 5.34 -0.99
H 0.76 3.42 0.44

***

[2]
29
Properties=species:S:1:pos:R:3 method="wB97M-V/def2-TZVPD" orbital_gap_ev="7.195 / 6.889" e_above_lowest_kcal_mol=96.6 lumo_ev="-0.23 / 0.42" charge=0 max_force_ev_per_a=4.80 e_tot_ev=-26482.289 e_homo_ev="-7.4 / -6.5"
C -1.79 -2.60 -1.49
C -2.30 2.30 1.75
C -1.43 -1.21 -1.30
C -2.04 1.07 1.13
C -0.88 -3.34 -0.81
C -1.11 2.76 2.25
C -0.49 -1.21 -0.32
C -0.70 0.85 1.13
C 2.59 0.83 -1.10
C 1.13 1.09 -1.44
C 2.67 -0.44 -0.20
C 0.03 -0.14 0.48
N -0.02 -2.54 -0.13
N -0.07 1.88 1.86
S 1.55 -0.47 1.20
H -2.56 -3.00 -2.13
H -3.34 2.62 1.76
H -1.83 -0.30 -1.71
H -2.88 0.53 0.73
H -0.78 -4.34 -0.70
H -1.02 3.58 2.83
H 3.28 0.55 -1.90
H 3.26 1.63 -0.55
H 0.64 2.10 -1.12
H 0.68 0.71 -2.28
H 2.50 -1.16 -0.90
H 3.74 -0.53 0.03
H 0.32 -2.89 0.74
H 0.85 1.70 2.17